Below is C9H12BrN2 as an isolated structure, with properties calculated with wB97M-V/def2-TZVPD.

Each line ends with the Mulliken charge.
Cartesian coordinates (Å):
Br 0.8559 -0.9545 2.2865  -0.08
N 0.8823 0.5200 -0.8000  0.15
N 0.1637 1.9041 0.5111  -0.13
C -0.4238 1.0256 -0.3788  0.39
C 3.5775 0.5378 -0.3016  -0.26
C 1.6326 -0.1325 -1.6568  0.09
C -0.5160 -1.5689 1.2145  -0.31
C 2.9619 -0.1427 -1.3991  -0.80
C -1.8287 -1.5308 1.8037  -0.71
C 2.7820 1.3250 0.5197  -0.86
C 1.4196 1.2845 0.2163  0.38
C -1.7304 1.1679 -1.0148  -1.08
H -0.1611 -2.2841 0.4857  0.46
H -1.9169 -1.0076 2.6938  0.37
H 1.2429 -0.5591 -2.5190  0.52
H -1.8807 0.5229 -1.9411  0.28
H -2.3709 -2.5557 1.9346  0.28
H 3.1572 2.0122 1.2596  0.45
H 3.4569 -0.6072 -2.2485  0.35
H 4.5644 0.4501 -0.0647  0.56
H -2.4188 0.8896 -0.1425  0.25
H -2.3585 -0.9140 1.0001  0.09
H -0.2784 2.2389 1.2869  0.23
H -1.9444 2.1662 -1.3746  0.35

- LUMO (spin up / spin down) (eV) = -3.500 / -4.888
- gap between HOMO and LUMO (spin up / spin down) (eV) = 8.2 / 6.4
- charge = +1
- energy relative to the best compared isomer or geometry (same formula, charge and spin) (eV) = 3.873



Below is a 2-piece molecular cluster, C8H14 overall, with properties calculated with wB97M-V/def2-TZVPD.

Each line ends with the Löwdin spin population.
Cartesian coordinates (Å):
C -0.1291 -1.2625 1.7920  0.06
C -1.6682 -1.0874 -0.2275  0.09
C -0.8521 -0.4088 0.7623  0.58
C -1.3621 0.9282 1.1836  0.10
C 0.8606 0.2516 -0.3699  0.55
C 2.2931 -0.0065 -0.8423  0.26
C 1.1348 0.7542 -1.5325  0.15
C 0.7306 1.5922 -2.6833  0.02
H -2.3207 -0.3654 -0.6822  0.00
H 0.1189 -2.1873 1.3711  0.00
H -1.0345 -1.5886 -0.9308  0.02
H 0.7654 -0.6781 2.0914  0.02
H -0.7105 -1.3986 2.7311  0.02
H -2.3585 -1.9507 0.1819  0.04
H -1.8055 0.8885 2.1716  0.02
H -0.5061 1.6318 1.2078  0.03
H 1.4540 2.2819 -3.0428  0.00
H -0.2366 2.1171 -2.3973  0.01
H 0.4080 0.7401 -3.3915  0.00
H 3.1018 0.5054 -0.2570  0.01
H 2.6092 -1.0119 -1.1140  0.01
H -2.0504 1.3708 0.4416  0.00

- LUMO (spin up / spin down) (eV) = 0.952 / -1.918
- ⟨S²⟩ = 2.008
- gap between HOMO and LUMO (spin up / spin down) (eV) = 6.3 / 6.9
- charge = 0
- energy relative to the best compared isomer or geometry (same formula, charge and spin) (eV) = 2.768
- multiplicity = 3



Below is a 2-piece molecular cluster, C3H5F2NS overall, with properties calculated with wB97M-V/def2-TZVPD.

Each line ends with the Mulliken charge.
Cartesian coordinates (Å):
S -1.8059 -0.7084 0.9807  -0.10
F 0.3058 -1.4649 -1.9539  -0.22
F 1.9837 -0.2616 -1.3564  -0.23
N -0.4539 0.0713 1.3212  -0.22
C -0.0440 0.7798 -1.4932  -0.95
C 0.3536 -0.2035 2.2818  -0.27
C 0.7050 -0.2533 -1.6511  0.75
H -0.9959 0.8494 -1.9970  0.38
H 0.3731 1.7723 -1.4192  0.25
H 0.1339 -0.9349 3.0294  0.24
H -1.8854 0.0075 -0.1823  0.14
H 1.3300 0.3464 2.4400  0.23

- structure (SMILES) = C=C(F)F.C=NS
- LUMO (eV) = 0.870
- gap between HOMO and LUMO (eV) = 9.8
- charge = 0
- energy relative to the best compared isomer or geometry (same formula, charge and spin) (eV) = 2.430



Below is C20H22Br2MnN10O3S as an isolated structure, with properties calculated with wB97M-V/def2-TZVPD.

Each line ends with the Löwdin spin population.
Cartesian coordinates (Å):
Br -3.9920 -4.0397 -1.0708  0.00
Br -2.8476 -1.9224 -6.1741  0.00
Mn -0.4476 -0.5545 0.2319  0.97
S -2.4805 0.6510 1.0744  0.00
O 0.5542 -3.5300 -1.2591  0.00
O -1.8320 -1.9199 -0.2265  0.01
O 0.8653 -5.0327 0.2406  0.00
N 0.7965 -4.2919 2.7176  0.00
N 0.6556 -3.8672 -0.1032  0.00
N -0.5265 2.5608 0.8791  0.00
N 0.3146 -2.0700 2.9122  0.00
N 0.4471 -2.8485 0.8116  0.01
N 1.9808 -0.4537 0.0144  0.01
N 0.2943 1.4691 0.7257  0.00
N -0.5487 -0.2152 -1.7042  0.00
N -0.1676 -0.8845 2.3449  0.00
N -2.6723 3.2752 0.8872  0.00
C 3.8319 0.6579 1.0282  0.00
C 4.1812 -1.3627 -0.1922  0.00
C 4.6936 -0.3261 0.5680  0.00
C 1.5110 1.6355 1.1217  0.00
C -1.4275 -1.0372 -2.3482  0.00
C -1.5920 -1.0087 -3.7421  0.00
C -2.1181 -1.9509 -1.4796  0.00
C -0.7759 -0.1060 -4.4629  0.00
C 0.2009 0.6048 -2.3992  0.00
C -1.8907 5.2733 2.1494  0.00
C -2.5396 -1.9001 -4.3028  0.00
C 2.4763 0.5592 0.7296  0.00
C 2.8175 -1.3792 -0.4457  0.00
C -1.8114 2.2313 0.9324  0.00
C -2.2669 4.6659 0.8052  0.00
C -3.2321 -2.7576 -3.4959  0.00
C 0.1170 0.6872 -3.8018  0.00
C 2.0143 2.8410 1.8497  0.00
C 0.5279 -3.1415 2.0990  0.00
C -3.0274 -2.7883 -2.1052  0.00
H 2.5737 3.5134 1.1940  0.00
H 0.7548 1.3794 -4.3326  0.00
H 0.8711 1.2409 -1.8346  0.00
H -1.1516 -0.7277 2.5553  0.00
H 0.3651 -0.0926 2.6900  0.00
H 0.9309 -5.1066 2.1345  0.00
H -3.0945 5.2159 0.3537  0.00
H 0.1251 -2.2304 3.8896  0.00
H -0.8656 -0.0598 -5.5401  0.00
H 4.8128 -2.1427 -0.5929  0.00
H -3.9520 -3.4381 -3.9300  0.00
H -1.4214 4.7227 0.1207  0.00
H -0.9743 4.8202 2.5256  0.00
H 5.7511 -0.2714 0.7915  0.00
H -3.6380 3.0515 1.0545  0.00
H -2.6801 5.1124 2.8853  0.00
H -1.7319 6.3486 2.0546  0.00
H 2.6834 2.5441 2.6585  0.00
H 2.3718 -2.1551 -1.0555  0.00
H 4.2084 1.4960 1.5943  0.00
H 1.1740 3.3982 2.2544  0.00
H 0.8036 -4.3422 3.7198  0.00

- LUMO (spin up / spin down) (eV) = -0.140 / -0.141
- ⟨S²⟩ = 1.119
- gap between HOMO and LUMO (spin up / spin down) (eV) = 6.6 / 6.5
- charge = 0
- energy relative to the best compared isomer or geometry (same formula, charge and spin) (eV) = 0.797
- multiplicity = 2



Below is a 2-piece molecular cluster, C13H17B2BrFNO3P overall, with properties calculated with wB97M-V/def2-TZVPD.

Each line ends with the Mulliken charge.
Cartesian coordinates (Å):
Br 1.1019 -2.4551 -4.3938  -0.49
P 0.0206 -3.5340 -1.6196  -0.28
F -0.7934 1.2242 2.5048  -0.27
O -0.3007 -3.1058 -0.0368  -0.44
O -1.5119 -3.4397 -2.2942  -0.49
O 2.5270 -1.5302 -0.2717  -0.55
N -1.4181 1.8011 -1.6927  -0.66
C -2.6580 3.9339 3.9736  -0.30
C 3.7972 -1.8864 -2.4612  -0.49
C -1.6746 1.8841 3.2754  0.43
C -1.1485 1.3556 -2.9215  -0.29
C -1.7427 3.2598 3.1783  -0.42
C -3.4786 3.2352 4.8487  -0.55
C 0.0783 -0.5929 -2.1778  0.12
C -2.4810 1.1625 4.1333  -0.51
C -0.9143 1.0571 -0.7049  -0.53
C 5.0630 -1.5618 -1.6573  -1.18
C -0.1868 -0.1033 -0.8859  -0.62
C -0.4296 0.2095 -3.2057  -0.55
C -3.3865 1.8520 4.9265  -0.27
B 2.4342 -1.7858 -1.6518  -0.39
B 0.8899 -1.9575 -2.3880  1.49
H -1.0971 1.4078 0.3064  0.41
H -2.3945 0.0852 4.1696  0.42
H -1.5398 1.9527 -3.7437  0.36
H 5.9609 -1.6292 -2.2804  0.37
H -4.0240 1.3036 5.6078  0.34
H -1.0918 3.7805 2.4894  0.41
H -2.0980 -4.0377 -1.8205  0.27
H 5.0256 -0.5232 -1.3121  0.26
H -0.2641 -0.0691 -4.2390  0.27
H -4.1899 3.7667 5.4670  0.36
H 3.7422 -1.2181 -3.3276  0.33
H 2.7625 -0.6249 -0.0566  0.28
H -1.0262 -2.4689 0.0236  0.30
H 0.1751 -0.6394 -0.0175  0.88
H 5.1788 -2.2117 -0.7898  0.27
H -2.7308 5.0115 3.9051  0.34
H 3.8239 -2.9084 -2.8594  0.35

- LUMO (eV) = 2.525
- gap between HOMO and LUMO (eV) = 6.5
- charge = -1



Below is an isolated ion of composition C5H12NO and charge -1, with properties calculated with wB97M-V/def2-TZVPD.

Each line ends with the Mulliken charge.
Cartesian coordinates (Å):
O -1.0586 -3.2980 1.9822  -0.84
N 0.2817 -0.8951 -0.5047  -0.42
C 0.3591 -1.9528 0.5158  -0.55
C -1.0467 -2.5570 0.8992  -0.35
C 0.6060 0.4182 0.0354  -0.55
C 0.0477 2.8786 -0.4411  -1.25
C 0.3983 1.5247 -1.0303  -0.24
H -1.6809 -1.6210 0.9152  0.08
H -1.3643 -3.0822 -0.0554  0.14
H 1.0575 -2.7322 0.2066  0.36
H -0.1262 3.5750 -1.2642  0.36
H 0.8287 3.3021 0.1830  0.30
H -0.0605 0.6740 0.8592  0.32
H -0.8431 2.8292 0.1358  0.37
H -0.4004 1.2179 -1.7033  0.31
H -0.6729 -0.8226 -0.8309  0.25
H 0.7204 -1.5403 1.4650  0.21
H 1.6639 0.4700 0.2880  0.26
H 1.2904 1.6112 -1.6557  0.24

- structure (SMILES) = CCCNCC[O-]
- LUMO (eV) = 3.506
- gap between HOMO and LUMO (eV) = 5.8
- charge = -1
- energy relative to the best compared isomer or geometry (same formula, charge and spin) (eV) = 0.737



no.,strongest force on any atom (Eh/bohr),E (a.u.)
1,0.08851,-3033.25362
2,0.08230,-312.91422
3,0.08493,-769.88602
4,0.02431,-8245.76222
5,0.01197,-3851.17524
6,0.03009,-327.66898